# 1
The following is a DFT calculation (wB97M-V/def2-TZVPD) of a 12-piece molecular cluster, C40H44F8N4O24 overall.

Positions of all 120 atoms, in Å:
O: 6.90290 10.71766 13.86558
C: 7.34955 10.05337 14.77821
O: 6.62608 9.23322 15.57740
C: 7.38995 8.65304 16.58125
C: 8.77558 9.12660 16.23256
F: 9.48974 8.02056 15.63854
O: 8.62678 10.07457 15.25643
H: 7.07649 9.15568 17.50903
H: 7.25426 7.59273 16.64007
H: 9.39525 9.43519 17.08423
O: 10.89084 8.63369 11.73130
C: 9.77188 8.95845 11.39215
O: 9.18127 8.65387 10.25204
C: 7.93603 9.36772 10.08561
C: 7.65099 9.72308 11.54570
F: 7.04242 8.64118 12.08206
O: 8.89308 9.77422 12.15550
H: 8.03394 10.20724 9.36405
H: 7.17072 8.69133 9.76669
H: 7.06114 10.57281 11.80065
O: 14.45251 9.91154 7.88727
C: 14.73557 10.04298 9.04107
O: 15.94302 10.07302 9.64406
C: 15.82689 10.02575 11.09458
C: 14.29762 10.31523 11.23303
F: 14.09376 11.66265 11.46643
O: 13.77838 10.08447 9.96005
H: 16.16146 9.01588 11.37142
H: 16.54247 10.68258 11.58388
H: 13.85993 9.71569 11.99408
O: 11.12714 10.34995 19.39053
C: 11.63017 9.27277 19.20119
O: 12.92856 8.96292 19.63665
C: 13.19810 7.59840 19.30387
C: 11.98226 7.16536 18.45550
F: 11.34715 6.03650 18.88727
O: 11.04433 8.25306 18.55456
H: 14.14684 7.46713 18.91390
H: 13.17611 7.04936 20.23583
H: 12.15497 7.06670 17.39436
O: 16.15096 13.90432 14.81705
C: 16.52126 15.02546 14.90661
O: 15.95584 15.98796 15.67085
C: 16.80999 17.10415 15.71438
C: 17.73651 16.92022 14.58701
F: 18.97287 16.97978 14.95675
O: 17.44883 15.60607 14.13926
H: 16.32196 18.08850 15.86975
H: 17.52486 17.01233 16.55641
H: 17.66862 17.62749 13.77579
O: 9.87459 16.05442 12.60707
C: 9.35770 15.03525 13.02484
O: 9.91121 14.24957 13.99945
C: 8.92381 13.26090 14.39487
C: 7.70082 13.51066 13.47569
F: 6.62796 14.03144 14.19006
O: 8.19598 14.48833 12.63219
H: 9.44960 12.31954 14.30804
H: 8.58497 13.45809 15.42470
H: 7.28421 12.64446 12.94493
O: 15.79222 13.57220 21.75743
C: 14.79434 13.40472 21.14318
O: 13.72561 14.24480 21.13748
C: 12.68988 13.78926 20.26175
C: 13.35786 12.68237 19.47902
F: 13.66202 13.20657 18.23782
O: 14.55813 12.38493 20.16467
H: 11.92378 13.35320 20.89446
H: 12.31536 14.64470 19.64868
H: 12.80445 11.74020 19.34028
O: 14.38034 8.46665 16.36064
C: 14.97893 9.40936 16.01846
O: 15.58578 10.22949 16.86702
C: 16.11012 11.45484 16.14586
C: 16.08203 10.98890 14.73826
F: 17.27393 10.42906 14.38069
O: 15.24822 9.79112 14.75672
H: 15.43132 12.29827 16.19680
H: 17.10506 11.57540 16.57562
H: 15.74839 11.68084 14.00946
C: 9.97505 12.47782 10.28046
C: 10.86835 11.62256 9.60860
C: 10.75903 11.88773 8.25091
N: 9.83576 12.87127 8.10959
C: 9.34793 13.24094 9.32675
H: 9.74875 12.61072 11.30654
H: 11.58390 10.92322 9.94241
H: 11.32375 11.46981 7.40115
H: 9.50390 13.31127 7.25138
H: 8.59372 13.99195 9.39765
C: 9.74604 14.28343 18.71243
C: 10.00370 15.61791 18.32914
C: 10.81158 15.55027 17.24744
N: 11.06246 14.28222 16.96432
C: 10.39095 13.46113 17.83285
H: 9.26403 14.00956 19.62355
H: 9.54753 16.50555 18.80675
H: 11.11775 16.31566 16.58543
H: 11.66072 14.00146 16.25547
H: 10.55321 12.39873 17.91251
C: 13.51886 7.09322 11.57578
C: 14.94704 6.83385 11.71122
C: 15.23085 6.89314 13.03934
N: 14.08109 7.07046 13.70392
C: 13.04697 7.24542 12.84610
H: 13.03422 7.07896 10.61928
H: 15.67907 6.66809 10.90239
H: 16.14876 6.74671 13.56138
H: 13.96210 7.33708 14.66784
H: 12.04818 7.42375 13.20411
C: 12.67404 11.19646 15.81540
C: 12.69694 12.38919 14.97987
C: 12.20238 11.99586 13.76710
N: 11.74986 10.73517 13.86333
C: 12.04178 10.26127 15.11637
H: 12.98727 11.07551 16.83212
H: 13.03698 13.36169 15.24184
H: 12.05204 12.56372 12.84334
H: 11.34064 10.11553 13.17232
H: 11.91408 9.20709 15.39238

Relative energy (zero: lowest compared OMol25 entry of this formula, charge and spin): 0.000 eV
SMILES: O=C1OC[C@@H](F)O1.O=C1OC[C@@H](F)O1.O=C1OC[C@@H](F)O1.O=C1OC[C@@H](F)O1.O=C1OC[C@@H](F)O1.O=C1OC[C@@H](F)O1.O=C1OC[C@@H](F)O1.O=C1OC[C@@H](F)O1.c1cc[nH]c1.c1cc[nH]c1.c1cc[nH]c1.c1cc[nH]c1
Charge: 0
Multiplicity: 1

# 2
The following is a DFT calculation (wB97M-V/def2-TZVPD) of a 8-piece molecular cluster, C40H44FN8O2 overall.

Positions of all 95 atoms, in Å:
C: 0.93077 -4.07231 -2.64457
C: -0.20537 -2.92386 -2.91132
C: -1.62656 -3.69908 -2.84102
F: -1.75783 -4.28323 -1.53488
N: -2.77656 -2.85515 -3.23717
C: -4.09690 -3.46700 -2.89091
C: -4.22516 -5.02461 -3.35287
O: -4.18085 -5.89244 -2.40218
O: -4.33177 -5.38832 -4.69775
H: 0.41019 -5.08905 -2.74108
H: 1.20422 -3.96156 -1.52651
H: 1.83433 -3.97054 -3.33365
H: -0.08329 -2.42311 -3.92953
H: -0.08240 -2.12728 -2.09525
H: -1.52727 -4.57713 -3.58202
H: -2.76547 -2.60930 -4.23492
H: -4.95347 -2.91942 -3.43913
H: -4.21463 -3.37646 -1.74699
N: -0.20465 0.12714 -1.86792
C: 0.60895 0.66975 -0.94749
C: 0.67573 2.02774 -0.68164
C: -0.14169 2.88040 -1.40964
C: -0.99107 2.34689 -2.36886
C: -0.98573 0.97381 -2.55704
H: 1.23105 -0.03710 -0.40617
H: 1.34994 2.40905 0.07554
H: -0.11757 3.95016 -1.23103
H: -1.64291 2.98196 -2.95639
H: -1.63458 0.50822 -3.29273
N: 3.52859 -1.47414 1.04446
C: 4.30499 -1.09742 0.01269
C: 5.51581 -0.43903 0.15951
C: 5.95308 -0.14681 1.44274
C: 5.17141 -0.52227 2.52551
C: 3.97782 -1.17996 2.27552
H: 3.91913 -1.34515 -0.97107
H: 6.10197 -0.16166 -0.70803
H: 6.89498 0.36851 1.59776
H: 5.48244 -0.30967 3.54093
H: 3.33398 -1.49725 3.09021
N: -3.74964 3.18515 -3.80614
C: -4.03354 4.06648 -4.77875
C: -5.32085 4.43421 -5.13472
C: -6.38099 3.85685 -4.45066
C: -6.11664 2.94159 -3.44230
C: -4.79365 2.64290 -3.15917
H: -3.17166 4.48787 -5.28644
H: -5.49055 5.15310 -5.92671
H: -7.40358 4.11790 -4.70099
H: -6.91943 2.47130 -2.88849
H: -4.53568 1.93584 -2.37697
N: 8.35660 -0.54976 -2.21688
C: 9.03969 -1.62958 -1.80398
C: 9.25980 -2.74979 -2.58887
C: 8.74210 -2.76132 -3.87586
C: 8.03036 -1.65976 -4.32802
C: 7.86799 -0.58655 -3.46704
H: 9.42161 -1.57455 -0.78967
H: 9.82109 -3.59193 -2.20370
H: 8.89194 -3.62055 -4.52049
H: 7.61181 -1.63503 -5.32635
H: 7.32209 0.29929 -3.77585
N: -0.80476 3.13593 2.50807
C: -0.09356 3.86576 3.38245
C: 0.27488 3.41859 4.64141
C: -0.11537 2.14357 5.02547
C: -0.85232 1.36765 4.14313
C: -1.16821 1.90371 2.90529
H: 0.18567 4.85651 3.03777
H: 0.85203 4.05102 5.30472
H: 0.15253 1.75773 6.00309
H: -1.17322 0.36900 4.41091
H: -1.73996 1.33404 2.17912
N: -6.27267 2.46728 3.29632
C: -6.92439 3.55891 2.86543
C: -6.30636 4.76857 2.59211
C: -4.93437 4.86113 2.77743
C: -4.23598 3.74875 3.22380
C: -4.94578 2.58346 3.46547
H: -7.99549 3.43769 2.73907
H: -6.88283 5.61670 2.24373
H: -4.41425 5.79133 2.57559
H: -3.16540 3.78532 3.37953
H: -4.44383 1.68563 3.81214
N: 0.00255 -1.52613 5.72300
C: 0.40079 -2.24277 6.78659
C: 1.08109 -3.44569 6.69559
C: 1.36614 -3.94477 5.43290
C: 0.96543 -3.22719 4.31544
C: 0.29309 -2.03116 4.51155
H: 0.15203 -1.81367 7.75196
H: 1.38012 -3.97950 7.58913
H: 1.89596 -4.88444 5.32062
H: 1.17119 -3.58799 3.31524
H: -0.03729 -1.43202 3.66893

Charge: -1
Multiplicity: 1

| no. | HOMO level (Ha) | Kohn-Sham gap (Eh) | maximum force (eV/A) |
| --- | --- | --- | --- |
| 1 | -0.3034 | 0.31565 | 3.8 |
| 2 | -0.1370 | 0.20789 | 6.0 |